Molecular formula: C7H15FN2O2
Method: DFT, ωB97M-V/def2-TZVPD

Values from the calculation:
LUMO level	0.82	eV
structure (SMILES)	CO[C@@]1(F)[C@H](O)CCN1N(C)C
relative energy (zero: lowest compared OMol25 entry of this formula, charge and spin)	0.0	kJ/mol
HOMO level	-0.32114	Eh
orbital gap	9.6	eV
energy	-17291.8483	eV

```
! RIJCOSX wB97M-V def2-TZVPD def2/J DEFGRID3
* xyz 0 1
C 1.400 -1.996 0.499
C -0.027 -1.995 -0.220
C 1.849 -0.500 0.502
C 0.582 0.253 -0.054
C -2.238 0.531 -1.165
C -2.403 -0.001 1.210
C 1.221 2.505 -0.101
N -0.461 -0.616 0.177
N -1.809 -0.313 -0.084
O 3.077 -0.188 0.032
O 0.316 1.480 0.284
F 0.849 0.358 -1.659
H 1.267 -2.369 1.523
H 2.099 -2.781 0.138
H 0.008 -2.125 -1.290
H -0.599 -2.671 0.458
H 1.801 -0.235 1.554
H -1.547 0.332 -2.088
H -3.206 0.390 -1.654
H -2.086 1.656 -1.035
H -1.854 -0.527 1.960
H -2.312 1.057 1.514
H -3.325 -0.491 1.244
H 0.640 3.450 -0.198
H 1.594 2.177 -1.156
H 2.075 2.580 0.575
H 3.087 0.037 -0.966
*
```



Molecular formula: C7H15I2N
Method: DFT, ωB97M-V/def2-TZVPD

Values from the calculation:
LUMO level	-1.88	eV
structure (SMILES)	[H]/N=C(\C)[C@@H](C)CCC.II
relative energy (zero: lowest compared OMol25 entry of this formula, charge and spin)	182.8	kJ/mol
HOMO level	-0.34778	Eh
orbital gap	7.6	eV
energy	-25192.4981	eV

```
! RIJCOSX wB97M-V def2-TZVPD def2/J DEFGRID3
* xyz 0 1
C -0.552 -2.298 -1.658
C 0.267 2.530 0.127
C 1.660 0.074 1.831
C -0.704 -1.209 -0.523
C -0.008 0.080 -0.879
C -0.200 1.045 0.231
C 0.324 0.573 1.544
N -0.497 0.840 2.506
I -5.253 -1.752 0.015
I -4.560 0.605 -1.111
H 0.630 -2.533 -1.782
H -0.995 -3.252 -1.378
H -0.909 -1.892 -2.578
H 0.524 2.932 -0.853
H 1.282 2.549 0.660
H -0.422 3.057 0.771
H 2.043 -0.187 0.802
H 1.535 -0.813 2.489
H 2.334 0.833 2.189
H 0.001 -1.655 0.180
H -1.616 -1.223 -0.034
H 1.050 -0.168 -1.129
H -0.467 0.631 -1.775
H -1.234 1.086 0.319
H 0.020 0.586 3.384
*
```



Molecular formula: C7H15IN
Method: DFT, ωB97M-V/def2-TZVPD

Values from the calculation:
LUMO level (spin up / spin down)	-4.52 / -4.48	eV
relative energy (zero: lowest compared OMol25 entry of this formula, charge and spin)	507.4	kJ/mol
HOMO level (spin up / spin down)	-0.44593 / -0.44232	Eh
orbital gap (spin up / spin down)	7.6 / 7.6	eV
energy	-17079.9982	eV

```
! RIJCOSX wB97M-V def2-TZVPD def2/J DEFGRID3
* xyz 1 1
C -0.531 -0.969 -0.029
C 0.012 0.198 0.091
C -2.046 -1.159 -0.089
C 0.293 -2.272 -0.093
C -0.159 2.300 1.292
C -0.791 1.950 -1.297
C 3.932 -1.208 -0.043
N -0.710 1.392 0.190
I 2.410 0.234 -0.019
H -2.589 -0.538 -0.772
H -2.541 -0.984 0.877
H -2.136 -2.255 -0.070
H -0.341 -3.193 0.092
H 1.177 -2.129 0.652
H 0.887 -2.372 -0.999
H 0.855 2.671 1.255
H -0.815 3.233 1.390
H -0.505 1.672 2.170
H -1.211 2.877 -1.344
H 0.171 1.903 -1.708
H -1.204 1.177 -1.956
H 3.680 -1.838 0.882
H 3.761 -1.814 -0.941
H -1.599 1.125 0.469
*
```



Molecular formula: C7H15INO5
Method: DFT, ωB97M-V/def2-TZVPD

Values from the calculation:
LUMO level	-3.37	eV
structure (SMILES)	C=C(O)O[C@@H](CO)[C@H](O)[C@@H](O)[C@H]([NH3+])I
relative energy (zero: lowest compared OMol25 entry of this formula, charge and spin)	0.0	kJ/mol
HOMO level	-0.46656	Eh
orbital gap	9.3	eV
energy	-27320.9947	eV

```
! RIJCOSX wB97M-V def2-TZVPD def2/J DEFGRID3
* xyz 1 1
C 1.070 0.348 1.076
C 1.648 1.399 0.012
C -0.496 -0.085 1.022
C 0.960 1.465 -1.356
C -1.582 -1.085 -1.019
C -2.834 -1.468 -0.742
C -0.892 -1.104 2.081
N 1.179 0.337 -2.226
O -0.513 -0.678 -0.258
O 1.405 0.915 2.307
O 2.953 1.121 -0.296
O -1.171 -0.892 -2.376
O -2.107 -0.664 2.599
I 1.841 3.306 -2.339
H 1.525 -0.658 0.934
H 1.647 2.396 0.480
H -1.220 0.656 1.176
H -0.135 1.706 -1.348
H -3.367 -1.597 0.139
H -3.385 -1.998 -1.553
H -0.253 -0.883 2.908
H -0.865 -2.112 1.786
H 1.131 0.626 -3.155
H 0.351 -0.356 -1.895
H 2.130 -0.094 -2.064
H 1.531 0.349 3.067
H 3.551 1.240 0.522
H -1.815 -1.221 -2.954
H -2.290 -0.971 3.473
*
```



Molecular formula: C7H15N
Method: DFT, ωB97M-V/def2-TZVPD

Values from the calculation:
LUMO level	0.84	eV
relative energy (zero: lowest compared OMol25 entry of this formula, charge and spin)	458.1	kJ/mol
HOMO level	-0.26758	Eh
orbital gap	8.1	eV
energy	-8987.7417	eV

```
! RIJCOSX wB97M-V def2-TZVPD def2/J DEFGRID3
* xyz 0 1
C -1.583 1.185 -1.868
C -1.054 -0.035 -1.165
C -0.650 0.158 0.304
C 0.690 -1.913 0.232
C 0.627 -0.591 0.722
C 1.813 0.327 0.978
C 0.416 -1.766 1.903
N -0.626 2.308 -1.979
H -2.399 1.559 -1.226
H -2.030 0.997 -2.840
H -0.204 -0.470 -1.704
H -1.833 -0.802 -1.202
H -0.652 1.217 0.573
H -1.458 -0.303 0.887
H 1.665 -2.392 0.098
H 2.214 0.558 -0.008
H 2.552 -0.170 1.604
H 1.457 1.233 1.470
H 0.249 -0.978 2.660
H -0.505 -2.332 1.996
H 1.315 -2.205 2.324
H -0.098 2.386 -1.112
H 0.092 2.032 -2.646
*
```



Molecular formula: C7H15N
Method: DFT, ωB97M-V/def2-TZVPD

Values from the calculation:
LUMO level	-2.16	eV
relative energy (zero: lowest compared OMol25 entry of this formula, charge and spin)	623.1	kJ/mol
HOMO level	-0.24303	Eh
orbital gap	4.5	eV
energy	-8986.0319	eV

```
! RIJCOSX wB97M-V def2-TZVPD def2/J DEFGRID3
* xyz 0 1
C -0.527 0.057 2.369
C -2.071 -0.112 -1.004
C -0.740 -0.218 -1.251
C 0.210 0.802 -0.675
C 1.551 0.279 -0.177
C 2.750 0.823 -0.612
C 4.040 0.374 -0.331
N -2.546 0.747 -0.073
H -1.275 -0.185 1.571
H -0.014 1.022 2.098
H 0.260 -0.727 2.479
H -2.834 -0.772 -1.652
H -1.083 0.159 3.313
H -0.236 -0.999 -1.837
H 0.398 1.566 -1.396
H -0.252 1.353 0.141
H 1.536 -0.704 0.231
H -3.546 0.873 -0.144
H 2.684 1.716 -1.262
H 4.865 0.868 -0.775
H 4.234 -0.524 0.227
H -3.786 -3.052 -0.261
H -3.620 -3.344 -0.979
*
```



Molecular formula: C7H15N
Method: DFT, ωB97M-V/def2-TZVPD

Values from the calculation:
LUMO level	1.14	eV
structure (SMILES)	C/C=C/CCCCN
relative energy (zero: lowest compared OMol25 entry of this formula, charge and spin)	282.8	kJ/mol
HOMO level	-0.31746	Eh
orbital gap	9.8	eV
energy	-8989.5584	eV

```
! RIJCOSX wB97M-V def2-TZVPD def2/J DEFGRID3
* xyz 0 1
C -1.889 1.304 1.352
C -0.494 1.739 1.186
C 0.302 1.098 0.077
C 0.746 -0.362 0.474
C 1.696 -1.113 -0.299
C 1.239 -2.019 -1.188
C 1.787 -2.923 -2.193
N -2.872 2.062 0.573
H -2.014 0.245 1.003
H -2.299 1.210 2.412
H -0.037 1.552 2.201
H -0.243 2.876 1.229
H 1.133 1.753 -0.174
H -0.282 0.983 -0.901
H -0.188 -1.058 0.709
H 1.045 -0.406 1.593
H 2.690 -0.942 -0.080
H 0.195 -2.192 -1.359
H 1.718 -2.800 -3.292
H 2.862 -2.954 -2.354
H 1.364 -3.906 -1.932
H -3.168 2.877 0.926
H -2.988 1.991 -0.444
*
```



Molecular formula: C7H15N
Method: DFT, ωB97M-V/def2-TZVPD

Values from the calculation:
LUMO level	0.91	eV
structure (SMILES)	C=C=NC(C)(C)C.C
relative energy (zero: lowest compared OMol25 entry of this formula, charge and spin)	335.4	kJ/mol
HOMO level	-0.30931	Eh
orbital gap	9.3	eV
energy	-8989.0132	eV

```
! RIJCOSX wB97M-V def2-TZVPD def2/J DEFGRID3
* xyz 0 1
C -0.762 -0.182 0.851
C -1.018 -1.673 0.592
C -1.957 0.657 0.375
C -0.518 0.054 2.344
C 2.714 0.934 -1.197
N 0.450 0.250 0.149
C 0.648 0.079 -1.091
C 0.338 -0.223 -2.337
H 1.895 1.107 -0.347
H -1.893 -2.007 1.151
H -0.159 -2.264 0.908
H -1.200 -1.862 -0.465
H -2.142 0.501 -0.687
H -1.390 -0.243 2.925
H -1.764 1.717 0.542
H -2.856 0.385 0.928
H 0.342 -0.524 2.680
H -0.314 1.108 2.531
H 2.620 1.574 -2.066
H 2.995 -0.079 -1.470
H 3.526 1.275 -0.549
H -0.579 0.143 -2.772
H 1.024 -0.727 -2.996
*
```